No. 1
{"formula": "C2H7NOS", "method": "ωB97M-V with the def2-TZVPD basis set", "symbols": ["C", "C", "N", "O", "S", "H", "H", "H", "H", "H", "H", "H"], "coordinates": [[-1.8716, 0.6746, 0.9496], [-2.7737, 1.4174, 1.6046], [1.3871, -0.6645, -0.6045], [3.2032, 0.7556, -1.2828], [2.0966, 0.0230, -1.7642], [3.2742, -2.9149, -1.6709], [-0.9363, 0.4121, 1.4636], [-1.9116, 0.3131, -0.0302], [-2.5932, 1.9423, 2.5783], [-3.6960, 1.5384, 1.1539], [0.6804, -1.3136, -0.7112], [3.1409, -2.1837, -1.6861]], "homo_energy_ev": -10.11, "relative_energy_ev": 3.888, "energy_ha": -608.45428}


No. 2
{"formula": "C2H7NOSi", "method": "ωB97M-V with the def2-TZVPD basis set", "symbols": ["C", "C", "N", "Si", "O", "H", "H", "H", "H", "H", "H", "H"], "coordinates": [[1.8438, 0.0436, 0.4775], [0.9155, 0.6713, -0.5076], [-0.2250, 0.3271, -0.7921], [-1.4270, -0.7135, -0.1178], [-2.6984, 0.5825, 0.4962], [1.2007, -0.6558, 1.1284], [2.5496, -0.5001, -0.1958], [2.3770, 0.6436, 1.2379], [1.3843, 1.2206, -1.3429], [-1.6822, -1.4305, -1.3337], [-1.5160, -1.2658, 1.2854], [-2.7223, 1.0769, -0.3354]], "homo_energy_ev": -9.53, "relative_energy_ev": 1.351, "smiles": "C/C=N\\[SiH2]O", "energy_ha": -499.86816}


No. 3
{"formula": "C2H7NS", "method": "ωB97M-V with the def2-TZVPD basis set", "symbols": ["S", "H", "C", "C", "N", "H", "H", "H", "H", "H", "H"], "coordinates": [[0.9344, -2.6802, 0.4430], [0.7700, -3.9526, 0.9200], [-0.8022, 1.0269, -0.0931], [-0.2138, 1.2550, -1.2653], [-0.2903, 1.3390, 1.1671], [-1.6229, 0.3290, -0.0065], [-0.7001, 0.8109, -2.1219], [0.8589, 1.3791, -1.3694], [0.4421, 2.0294, 1.1394], [-1.0265, 1.4890, 1.8375], [1.6505, -3.0255, -0.6507]], "s2": 0.751, "homo_energy_ev": [1.18, -5.02], "relative_energy_ev": 1.237, "total_charge": -1, "spin_multiplicity": 2, "energy_ha": -533.25153}